A single C5H14N2 molecule in a non-equilibrium geometry, computed with wB97M-V/def2-TZVPD.

Element x y z (Å)
C (-0.2936, 2.9969, -1.8631)
C (-0.2044, 1.4426, -1.9628)
N (-0.3826, 0.7618, -0.5712)
C (-0.0826, -0.6593, -0.8483)
C (-0.4311, -1.3188, 0.7208)
N (0.8449, -1.3802, 1.5148)
C (0.6027, -2.0033, 2.8513)
H (-0.2286, 3.5994, -2.8014)
H (-1.3840, 3.2000, -1.3901)
H (0.4867, 3.2712, -1.1994)
H (-1.0911, 1.1226, -2.5486)
H (0.5920, 0.9811, -2.3610)
H (0.3269, 1.2325, 0.1365)
H (-0.7971, -1.0620, -1.5144)
H (0.9154, -0.9690, -1.2011)
H (-1.0439, -2.2451, 0.6486)
H (-1.1588, -0.5144, 1.0770)
H (1.1159, -0.3692, 1.5851)
H (0.2237, -3.1066, 2.7105)
H (-0.2201, -1.5842, 3.3108)
H (1.4808, -1.9774, 3.5551)

Relative energy (zero: lowest compared OMol25 entry of this formula, charge and spin) ... 69.1 kcal per mole
LUMO level ... 1.1273 eV
Net charge ... 0
E ... -8389.622 eV
SMILES ... CCNCCNC